Computed, not measured: a structure of composition C18H18IrN6S in a non-equilibrium geometry, with wB97M-V/def2-TZVPD.

Summary:
- Total energy: -41547.868 eV
- HOMO: -18.35 eV
- Energy above the lowest of the compared OMol25 structures with the same formula, charge and spin: 90.1 kJ/mol
- Total charge: +3
- Kohn-Sham gap: 7.25 eV

Last column: natural (NBO) charge in e.
CARTESIAN COORDINATES (ANGSTROEM)
Ir 0.038 0.309 -0.066  1.075
C -2.216 -3.557 0.692  -0.710
C -1.579 -2.212 0.670  0.391
N -1.011 -1.655 -0.349  -0.337
N -0.969 -2.273 -1.566  -0.409
C -0.306 -1.703 -2.581  0.335
N -0.268 -2.287 -3.755  -0.700
S 0.514 -0.211 -2.373  -0.004
C -1.567 -1.399 1.900  0.100
C -2.241 -1.763 3.047  -0.158
C -2.151 -0.955 4.179  -0.094
C -1.380 0.190 4.127  -0.186
C -0.741 0.503 2.933  0.097
N -0.843 -0.266 1.848  -0.482
H -2.061 -4.148 -0.205  0.242
H -3.293 -3.453 0.847  0.296
H -1.827 -4.132 1.534  0.293
H -1.446 -3.157 -1.694  0.427
H -0.737 -3.159 -3.966  0.441
H 0.241 -1.861 -4.519  0.458
H -2.838 -2.664 3.074  0.262
H -2.677 -1.226 5.085  0.275
H -1.268 0.837 4.986  0.275
H -0.139 1.399 2.852  0.221
C -1.123 4.433 -0.333  -0.195
C 0.009 5.104 0.109  -0.085
C 1.129 4.377 0.489  -0.175
C 1.097 2.997 0.420  0.156
N -0.008 2.364 -0.010  -0.383
C -1.091 3.053 -0.382  0.069
C 2.182 2.105 0.794  0.154
C 3.410 2.499 1.291  -0.175
C 4.348 1.534 1.631  -0.082
C 4.040 0.190 1.469  -0.198
C 2.801 -0.143 0.957  0.069
N 1.907 0.796 0.635  -0.357
H -2.015 4.963 -0.636  0.277
H 0.022 6.185 0.156  0.273
H 2.015 4.891 0.832  0.260
H -1.948 2.484 -0.719  0.237
H 3.644 3.546 1.413  0.262
H 5.313 1.831 2.021  0.273
H 4.741 -0.590 1.729  0.277
H 2.512 -1.174 0.805  0.236